## one
{"formula": "C3H7O3", "method": "the ωB97M-V functional and the def2-TZVPD basis", "spin_multiplicity": 1, "total_charge": -1, "species": ["C", "O", "H", "H", "H", "H", "C", "C", "O", "O", "H", "H", "H"], "xyz": [[1.783, -1.860, 0.820], [1.335, -1.418, -0.445], [0.879, -0.528, -0.427], [0.979, -1.605, 1.470], [1.804, -2.876, 0.861], [2.733, -1.376, 1.111], [-1.884, 0.961, -0.492], [-0.744, 2.035, -0.368], [0.438, 1.470, -0.399], [-0.908, 3.232, -0.259], [-1.904, 0.244, 0.257], [-1.597, 0.347, -1.405], [-2.914, 1.375, -0.723]], "lowdin_charge": [-0.181, -0.162, 0.053, 0.063, 0.029, 0.084, -0.057, -0.758, -0.171, -0.051, 0.013, 0.073, 0.065]}

=====

## two
{"formula": "C3H7O3", "method": "the ωB97M-V functional and the def2-TZVPD basis", "spin_multiplicity": 1, "total_charge": -1, "species": ["O", "C", "O", "H", "H", "C", "O", "C", "H", "H", "H", "H", "H"], "xyz": [[3.513, -0.448, -0.369], [2.620, -0.416, 0.483], [1.744, 0.473, 0.691], [2.527, -1.307, 1.151], [0.082, 0.557, 1.183], [-1.552, -0.002, 0.316], [-0.868, 0.836, 1.220], [-1.126, 0.234, -1.124], [-1.413, -1.042, 0.591], [-2.613, 0.217, 0.433], [-1.072, -0.668, -1.744], [-1.743, 0.961, -1.671], [-0.100, 0.605, -1.161]], "lowdin_charge": [-0.110, -0.653, -0.146, 0.088, 0.027, -0.353, -0.125, -0.101, 0.094, 0.093, 0.061, 0.060, 0.064]}

=====

## three
{"formula": "C3H7O3", "method": "the ωB97M-V functional and the def2-TZVPD basis", "spin_multiplicity": 1, "total_charge": -1, "species": ["C", "O", "H", "H", "H", "H", "C", "C", "O", "O", "H", "H", "H"], "xyz": [[2.058, 0.272, -0.329], [1.650, 0.770, 0.938], [0.692, 0.387, 1.125], [2.649, 0.988, -0.888], [1.160, 0.213, -1.024], [2.342, -0.753, -0.208], [-1.685, 0.251, -0.401], [-1.475, -0.850, 0.666], [-0.319, -0.764, 1.240], [-2.322, -1.704, 0.924], [-1.135, 1.077, 0.074], [-2.651, 0.090, -0.836], [-0.964, 0.024, -1.281]], "lowdin_charge": [-0.212, -0.222, 0.028, 0.055, 0.057, 0.060, -0.042, -0.736, -0.126, -0.053, 0.071, 0.047, 0.072]}

=====

Relative to the most stable structure, the computed energies are one 0.589; two 0.000; three 0.726, all in eV.

=====

## one
{"formula": "C2H12NO3", "method": "the ωB97M-V functional and the def2-TZVPD basis", "spin_multiplicity": 1, "total_charge": 1, "species": ["C", "C", "N", "H", "H", "H", "H", "H", "H", "H", "H", "O", "H", "H", "O", "H", "H", "O"], "xyz": [[1.484, -1.799, -1.351], [-0.360, -0.176, -2.104], [0.380, -0.697, -1.113], [2.357, -1.550, -0.736], [1.876, -1.840, -2.415], [1.051, -2.694, -1.214], [0.222, -0.154, -3.079], [-1.395, 0.110, -1.863], [0.091, -0.386, -0.147], [-1.486, -1.860, 3.878], [-1.959, -0.576, 4.289], [-1.256, -0.887, 3.839], [-0.259, 4.075, -0.203], [0.488, 3.725, -1.614], [-0.370, 3.594, -1.028], [0.036, 1.117, 1.439], [-0.734, -0.163, 2.073], [-0.165, 0.162, 1.348]], "lowdin_charge": [0.043, 0.182, 0.010, 0.100, 0.116, 0.043, 0.134, 0.124, 0.072, 0.104, -0.014, -0.008, 0.022, 0.106, -0.119, 0.092, 0.040, -0.048]}

=====

## two
{"formula": "C2H12NO3", "method": "the ωB97M-V functional and the def2-TZVPD basis", "spin_multiplicity": 1, "total_charge": 1, "species": ["C", "C", "N", "H", "H", "H", "H", "H", "H", "H", "H", "O", "H", "H", "O", "H", "H", "O"], "xyz": [[0.288, -0.123, -0.017], [0.781, 1.255, 1.924], [0.278, 0.201, 1.410], [0.077, -1.168, -0.189], [-0.446, 0.434, -0.573], [1.294, 0.031, -0.417], [1.714, 1.606, 1.499], [0.303, 1.864, 2.680], [-0.608, -0.088, 1.833], [4.242, 0.680, -4.082], [4.044, 1.173, -2.650], [4.147, 0.373, -3.174], [-3.691, 0.361, -1.023], [-3.206, -1.000, -1.241], [-2.922, -0.186, -0.797], [-2.130, -2.305, 2.220], [-2.438, -1.288, 1.107], [-1.726, -1.821, 1.491]], "lowdin_charge": [-0.012, 0.189, 0.022, 0.094, 0.093, 0.109, 0.124, 0.130, 0.131, 0.039, 0.025, -0.064, 0.065, 0.065, -0.055, 0.068, 0.028, -0.049]}

=====

## three
{"formula": "C2H12NO3", "method": "the ωB97M-V functional and the def2-TZVPD basis", "spin_multiplicity": 1, "total_charge": 1, "species": ["C", "O", "C", "N", "H", "H", "H", "H", "H", "H", "H", "H", "H", "H", "O", "H", "H", "O"], "xyz": [[-1.101, -1.086, -1.437], [-0.808, -0.138, -2.430], [-1.110, -0.287, -0.159], [0.282, 0.215, 0.099], [-2.125, -1.468, -1.603], [-0.321, -1.837, -1.222], [-0.821, -0.535, -3.308], [-1.456, -0.857, 0.760], [-1.632, 0.654, -0.399], [1.083, -0.414, 0.214], [0.505, 0.772, -0.769], [0.175, 0.817, 0.915], [-0.105, 2.713, 2.215], [-1.543, 2.944, 1.730], [-0.909, 2.252, 1.946], [3.510, -1.920, 1.539], [3.430, -0.506, 0.869], [2.948, -1.319, 1.042]], "lowdin_charge": [-0.251, -0.048, -0.139, 0.176, 0.146, 0.135, 0.115, 0.169, 0.139, 0.127, 0.183, 0.112, 0.060, 0.067, -0.041, 0.058, 0.045, -0.051]}

=====

## four
{"formula": "C2H12NO3", "method": "the ωB97M-V functional and the def2-TZVPD basis", "spin_multiplicity": 1, "total_charge": 1, "species": ["C", "C", "N", "H", "H", "H", "H", "H", "H", "H", "H", "O", "H", "H", "O", "H", "H", "O"], "xyz": [[0.224, -0.296, -2.316], [0.817, -1.364, -2.819], [0.318, 0.081, -0.903], [-0.538, 0.249, -2.859], [0.606, -1.584, -3.853], [1.486, -1.911, -2.177], [1.306, -0.061, -0.566], [-0.060, 0.987, -0.639], [-0.236, -0.545, -0.314], [-1.665, 2.032, 0.782], [-1.882, 0.928, 1.764], [-1.261, 1.197, 1.062], [-2.649, 1.530, 3.967], [-2.950, 0.041, 4.109], [-2.636, 0.695, 3.477], [3.217, -1.566, -0.180], [3.370, -0.355, 0.757], [2.808, -0.719, 0.064]], "lowdin_charge": [-0.141, 0.081, 0.164, 0.122, 0.085, 0.070, 0.112, 0.129, 0.159, 0.063, 0.013, -0.066, 0.068, 0.063, -0.045, 0.080, 0.078, -0.036]}

=====

Relative to the most stable structure, the computed energies are one 1.678; two 1.074; three 0.000; four 0.100, all in eV.

=====

## one
{"formula": "C5H28N2O9", "method": "the ωB97M-V functional and the def2-TZVPD basis", "spin_multiplicity": 1, "total_charge": 0, "species": ["C", "N", "C", "C", "C", "N", "C", "O", "H", "H", "H", "H", "H", "H", "H", "H", "H", "H", "H", "H", "H", "H", "O", "H", "H", "O", "H", "H", "O", "H", "H", "O", "H", "H", "O", "H", "H", "O", "H", "H", "O", "H", "H", "O"], "xyz": [[-2.528, 0.955, -0.016], [-1.359, 0.738, -0.897], [-1.237, -0.654, -1.346], [-0.124, -0.792, -2.415], [1.313, -0.532, -1.964], [1.683, -1.324, -0.791], [-0.876, -1.534, -0.149], [-0.722, -1.067, 0.959], [-3.341, 1.215, -0.703], [-2.311, 1.734, 0.697], [-2.862, 0.028, 0.454], [-0.493, 0.968, -0.418], [-2.200, -0.917, -1.780], [-0.218, -1.773, -2.894], [-0.400, -0.089, -3.207], [1.340, 0.518, -1.644], [2.073, -0.592, -2.733], [2.637, -1.653, -0.777], [1.554, -0.863, 0.098], [-0.796, -2.623, -0.260], [-0.932, 3.992, -0.518], [-0.442, 2.605, -0.887], [-0.371, 3.276, -0.204], [-2.653, 3.021, -2.113], [-1.370, 2.310, -2.424], [-1.930, 3.034, -2.749], [-0.528, 2.453, 3.431], [0.360, 2.066, 2.205], [-0.371, 1.783, 2.762], [1.101, -4.532, -0.756], [0.801, -3.244, -1.467], [0.450, -4.146, -1.353], [4.296, -0.735, 2.257], [2.839, -1.259, 2.158], [3.706, -1.258, 1.711], [2.907, 2.153, -0.793], [2.860, 0.874, -0.009], [2.291, 1.483, -0.477], [0.393, -1.489, 2.468], [0.884, -0.818, 3.720], [1.208, -1.336, 2.973], [-2.823, -1.094, 3.541], [-1.864, -0.172, 2.756], [-1.943, -0.710, 3.553]], "lowdin_charge": [-0.085, -0.106, -0.272, -0.133, -0.250, 0.023, -0.179, -0.001, 0.080, 0.074, 0.075, 0.079, 0.155, 0.110, 0.114, 0.064, 0.121, 0.082, 0.049, 0.117, 0.045, -0.021, -0.055, 0.026, -0.001, -0.067, 0.046, 0.033, -0.043, 0.043, -0.010, -0.081, 0.032, -0.014, -0.076, 0.071, 0.034, -0.055, 0.013, 0.053, -0.059, 0.037, -0.011, -0.058]}

=====

## two
{"formula": "C5H28N2O9", "method": "the ωB97M-V functional and the def2-TZVPD basis", "spin_multiplicity": 1, "total_charge": 0, "species": ["C", "C", "C", "C", "N", "C", "N", "O", "H", "H", "H", "H", "H", "H", "H", "H", "H", "H", "H", "H", "H", "H", "O", "H", "H", "O", "H", "H", "O", "H", "H", "O", "H", "H", "O", "H", "H", "O", "H", "H", "O", "H", "H", "O"], "xyz": [[-2.065, 0.721, -0.748], [-1.678, 0.174, -2.139], [-1.273, 1.474, -2.870], [-2.823, -0.532, -2.871], [-1.040, 0.799, 0.323], [-1.210, 0.171, 1.513], [-0.529, 0.746, 2.542], [-1.860, -0.859, 1.729], [-2.549, 1.751, -0.835], [-2.947, 0.238, -0.326], [-0.760, -0.414, -2.087], [-0.391, 1.939, -2.420], [-1.995, 2.253, -2.995], [-0.878, 1.119, -3.847], [-3.044, -0.127, -3.871], [-3.664, -0.566, -2.177], [-2.455, -1.609, -3.031], [-0.343, 1.491, 0.165], [-0.151, 1.670, 2.626], [-0.616, 0.228, 3.421], [3.565, 1.552, 0.060], [3.638, 2.949, 0.725], [4.182, 2.222, 0.407], [-1.646, -3.971, 0.145], [-1.745, -2.453, 0.657], [-1.247, -3.100, 0.139], [2.259, -3.493, 2.330], [1.820, -3.723, 1.005], [2.538, -4.027, 1.568], [3.387, 2.047, 2.448], [1.861, 1.735, 2.107], [2.493, 2.398, 2.393], [-0.601, -2.135, 2.414], [-0.005, -3.526, 3.092], [0.138, -2.613, 2.843], [-0.169, -1.505, -0.706], [0.830, -2.051, 0.328], [0.488, -1.250, -0.055], [3.079, 0.314, -1.210], [1.696, 0.174, -0.202], [2.249, 0.626, -0.858], [1.884, 2.758, -0.770], [0.406, 3.314, -0.751], [1.167, 3.091, -0.211]], "lowdin_charge": [-0.150, -0.392, -0.089, -0.057, 0.079, -0.600, 0.189, -0.009, 0.140, 0.110, 0.113, 0.059, 0.073, 0.091, 0.078, 0.069, 0.102, 0.086, 0.095, 0.126, -0.015, 0.016, -0.083, 0.056, 0.014, -0.055, 0.022, 0.001, -0.060, 0.043, 0.003, -0.066, -0.001, 0.045, -0.065, 0.028, 0.027, -0.052, 0.064, 0.030, -0.066, 0.029, 0.032, -0.059]}

=====

Relative to the most stable structure, the computed energies are one 0.695; two 0.000, all in eV.

=====

## one
{"formula": "C4H9P", "method": "the ωB97M-V functional and the def2-TZVPD basis", "spin_multiplicity": 1, "total_charge": 0, "species": ["C", "C", "C", "C", "P", "H", "H", "H", "H", "H", "H", "H", "H", "H"], "xyz": [[-0.668, -0.006, -0.096], [-1.193, 1.298, 0.253], [-1.402, 1.771, 1.668], [1.908, -1.895, -1.098], [0.188, -1.485, -1.554], [-0.451, -0.458, 0.827], [0.485, -0.599, -2.602], [-1.559, 1.886, -0.552], [-2.360, 2.233, 1.774], [-0.584, 2.498, 1.927], [-1.228, 0.886, 2.314], [2.233, -2.883, -1.583], [1.821, -2.142, -0.047], [2.811, -1.103, -1.232]], "lowdin_charge": [-0.183, -0.237, -0.131, -0.471, 0.799, -0.037, -0.125, 0.052, 0.055, 0.088, 0.074, 0.044, -0.009, 0.083]}

=====

## two
{"formula": "C4H9P", "method": "the ωB97M-V functional and the def2-TZVPD basis", "spin_multiplicity": 1, "total_charge": 0, "species": ["C", "C", "C", "C", "P", "H", "H", "H", "H", "H", "H", "H", "H", "H"], "xyz": [[-1.228, -0.239, 0.458], [-1.047, 0.969, 0.862], [-2.082, 2.041, 1.144], [1.727, -1.747, -1.110], [3.431, -1.124, -0.734], [-1.943, -0.972, 0.170], [3.975, -1.587, -1.938], [-0.036, 1.325, 1.048], [-1.929, 2.421, 2.152], [-3.096, 1.661, 1.055], [-1.946, 2.865, 0.445], [1.048, -1.443, -0.314], [1.736, -2.833, -1.179], [1.390, -1.338, -2.059]], "lowdin_charge": [0.096, -0.289, -0.110, -0.495, 0.670, 0.028, -0.195, 0.089, 0.068, 0.067, 0.070, -0.029, 0.014, 0.016]}

=====

## three
{"formula": "C4H9P", "method": "the ωB97M-V functional and the def2-TZVPD basis", "spin_multiplicity": 1, "total_charge": 0, "species": ["C", "C", "C", "C", "P", "H", "H", "H", "H", "H", "H", "H", "H", "H"], "xyz": [[-0.030, 0.338, 1.198], [-0.754, -0.075, -0.024], [-1.947, 0.657, -0.540], [2.272, -0.448, -0.354], [1.161, 1.029, -0.107], [-0.509, 1.113, 1.787], [0.378, -0.450, 1.825], [-0.600, -1.083, -0.376], [-2.133, 0.421, -1.587], [-1.821, 1.734, -0.442], [-2.832, 0.367, 0.033], [3.251, -0.066, -0.645], [1.899, -1.068, -1.167], [2.369, -1.041, 0.552]], "lowdin_charge": [-0.445, -0.378, -0.149, -0.393, 0.896, 0.060, 0.063, 0.088, 0.070, 0.068, 0.074, 0.009, 0.016, 0.020]}

=====

## four
{"formula": "C4H9P", "method": "the ωB97M-V functional and the def2-TZVPD basis", "spin_multiplicity": 1, "total_charge": 0, "species": ["C", "C", "C", "C", "P", "H", "H", "H", "H", "H", "H", "H", "H", "H"], "xyz": [[-1.007, 1.838, -0.274], [-1.735, 0.848, 0.043], [1.491, -0.486, -0.880], [0.240, -1.122, -0.148], [0.310, -1.672, 1.534], [-1.178, 2.894, -0.380], [0.008, 1.441, -0.504], [-2.781, 0.668, 0.252], [0.956, -0.042, -1.713], [2.234, -1.127, -1.181], [1.914, 0.376, -0.268], [-0.528, -1.477, -0.768], [-0.931, -1.519, 2.116], [1.007, -0.620, 2.171]], "lowdin_charge": [-0.121, 0.000, -0.156, -0.498, 0.747, 0.049, 0.020, 0.032, 0.053, 0.024, 0.084, 0.008, -0.137, -0.105]}

=====

Relative to the most stable structure, the computed energies are one 2.090; two 3.283; three 0.000; four 4.567, all in eV.

=====

## one
{"formula": "C5H10FN", "method": "the ωB97M-V functional and the def2-TZVPD basis", "spin_multiplicity": 1, "total_charge": 0, "species": ["C", "C", "C", "C", "C", "H", "H", "H", "H", "H", "H", "H", "H", "H", "H", "N", "F"], "xyz": [[1.202, 0.122, 1.076], [1.026, -0.483, -0.362], [-0.148, -0.185, -1.244], [-1.567, -0.320, -0.734], [-1.057, 1.004, -1.153], [-0.488, 0.647, 2.114], [0.505, -0.388, 2.897], [1.546, 1.177, 1.056], [2.079, -0.513, 1.271], [2.008, -0.342, -0.915], [-0.005, -0.591, -2.231], [-2.275, -0.814, -1.374], [-1.561, -0.569, 0.286], [-1.405, 1.453, -2.087], [-0.871, 1.818, -0.412], [0.127, -0.132, 2.009], [0.884, -1.885, -0.197]], "lowdin_charge": [-0.218, -0.282, -0.251, -0.107, -0.126, 0.064, 0.064, 0.118, 0.112, 0.153, 0.129, 0.101, 0.069, 0.098, 0.108, 0.019, -0.051]}

=====

## two
{"formula": "C5H10FN", "method": "the ωB97M-V functional and the def2-TZVPD basis", "spin_multiplicity": 1, "total_charge": 0, "species": ["C", "C", "C", "C", "C", "H", "H", "H", "H", "H", "H", "H", "H", "H", "H", "N", "F"], "xyz": [[1.319, 1.073, 0.074], [1.035, 0.069, -0.893], [-0.308, -0.501, -0.602], [-0.433, -1.273, 0.624], [-1.453, 0.346, -0.091], [1.486, 0.990, 1.124], [2.126, 1.668, -0.061], [0.543, 1.936, -0.326], [1.787, -0.770, -0.811], [1.106, 0.477, -1.877], [-1.193, -1.954, 0.403], [0.498, -1.919, 1.074], [-1.526, -0.133, 2.301], [-1.324, 1.471, -0.177], [-2.353, -0.196, -0.320], [-0.847, 0.051, 1.297], [-0.464, -1.335, -1.738]], "lowdin_charge": [-0.140, -0.217, -0.522, -0.164, -0.096, 0.083, 0.029, 0.142, 0.145, 0.122, 0.086, 0.170, 0.197, 0.119, 0.113, -0.051, -0.016]}

=====

Relative to the most stable structure, the computed energies are one 0.000; two 2.581, all in eV.